Entry 1:
Molecular formula: C6H11Br2N2O2
Method: DFT, ωB97M-V/def2-TZVPD

Structure (XYZ):
```
23
Properties=species:S:1:pos:R:3:forces:R:3
C 1.154948 2.116454 0.416923 -0.40 -2.59 1.55
C 0.802295 0.602299 0.342459 0.00 0.02 0.08
C 2.050374 -0.185866 0.717272 1.82 -1.82 -3.11
C -0.471475 0.078916 1.116330 0.58 -0.90 1.65
C -1.564505 -0.337124 0.167603 2.20 1.11 -2.99
Br -2.974767 0.884812 -0.200538 -0.29 0.28 0.52
C -2.034319 -1.706337 0.108276 0.53 -1.71 -1.64
Br -0.563737 -3.024367 0.059997 -0.45 0.37 0.16
N -0.686921 -0.270386 -1.308975 -1.17 0.62 4.34
O -1.329114 -0.448619 -2.445468 0.78 -0.23 -0.90
N 0.450967 0.294217 -1.178378 -0.06 -0.85 -0.99
O 1.158553 0.423610 -2.163983 0.18 0.57 0.96
H 2.038988 2.386205 -0.061610 1.77 -0.03 -0.63
H 1.150395 2.397916 1.452531 0.47 -0.08 0.67
H 0.437217 2.708610 0.029018 -2.77 1.77 -1.60
H 2.053683 -1.327948 0.870308 -0.87 1.72 -0.48
H 2.434736 0.199255 1.622266 0.57 0.75 0.86
H 2.828589 -0.021623 -0.179341 -1.44 -0.15 2.21
H -0.144415 -0.811610 1.762636 -0.37 0.84 -1.44
H -0.910540 0.678291 1.933540 0.43 0.71 -0.86
H -2.516630 -1.825453 -0.864411 -0.23 -0.20 0.34
H -2.688674 -1.973884 0.874439 -1.02 -0.35 1.33
H -0.675646 -0.837368 -3.070894 -0.24 0.14 -0.02
```
Forces are in eV/Å.

Its net charge is +1. The HOMO-LUMO gap comes out at 9.83 eV. Its largest force on an atom is 4.54 eV Å⁻¹. As for the SMILES: CC1(C)C[C@](Br)(CBr)N(O)[N+]1=O. Its relative energy (zero: lowest compared OMol25 entry of this formula, charge and spin) is 0.000 eV. The LUMO energy is -4.6 eV. Its spin multiplicity is 1. As for the HOMO energy: -14.381 eV.



Entry 2:
Molecular formula: C10H27AlB4NO10
Method: DFT, ωB97M-V/def2-TZVPD

Structure (XYZ):
```
53
Properties=species:S:1:pos:R:3:forces:R:3
Al 0.398415 -1.202532 0.241831 1.08 -1.22 -2.86
B 2.530284 -1.975010 -1.964489 2.39 -0.63 0.03
H 3.395017 -1.331452 -2.012671 3.16 2.88 -0.37
H 2.585265 -2.546186 -1.050718 -0.14 -2.00 3.80
H 1.598688 -1.430626 -1.966569 -5.07 2.85 0.71
H 2.503560 -2.696998 -2.765897 -0.36 -2.32 -3.10
B -0.827759 -2.698314 -2.492580 -0.30 0.88 -1.96
H 0.181440 -2.467264 -2.796500 4.00 1.79 -0.31
H -1.554714 -2.106255 -3.026679 -2.44 2.17 -2.79
H -1.118227 -3.729944 -2.617521 -1.82 -4.01 0.20
H -0.981681 -2.643638 -1.426017 0.39 0.36 5.57
B 0.559483 -4.184824 0.172686 -0.84 2.06 1.72
H 0.559576 -5.241991 -0.043239 0.63 -4.06 -1.33
H 1.070099 -4.006681 1.106376 2.03 0.29 4.15
H 1.035377 -3.629791 -0.620853 2.05 1.89 -4.05
H -0.467202 -3.868985 0.274689 -3.99 1.13 0.56
O -7.218017 2.652700 -0.796646 3.46 -0.89 4.26
C -6.415274 2.411095 0.176442 -3.71 0.63 -4.97
O -5.157195 2.722445 0.228050 1.20 0.04 1.14
B -4.619658 2.163262 1.544467 -0.19 1.11 -0.39
O -5.764904 1.619377 2.220835 2.30 -0.16 1.52
C -6.766106 1.642293 1.433694 -4.08 0.26 -0.67
O -7.878155 1.253840 1.692160 0.57 -0.18 -0.14
O -3.860367 3.184963 2.345681 0.36 -0.78 -0.21
C -2.588758 2.794115 2.374086 2.40 2.38 0.24
O -1.594884 3.408963 2.786125 -2.82 -1.43 -0.63
C -2.493234 1.497310 1.585106 5.66 -1.71 0.10
O -3.633883 1.116298 1.254047 -1.83 -1.06 -1.06
O -1.390225 0.917807 1.330474 -2.82 1.20 0.89
C -0.585625 1.176432 -2.544529 -0.14 1.19 -0.61
O -0.270547 1.232564 -1.171166 1.37 -3.29 0.71
C 0.203277 2.442209 -0.668607 -1.63 2.51 0.25
C 1.428671 2.588575 0.308837 -0.57 -0.88 -2.61
N 2.107721 1.275880 0.177090 -0.70 0.97 2.99
C 3.109295 1.272311 1.242912 2.44 -1.88 -0.90
C 3.838023 -0.088317 1.240412 -0.55 -0.47 1.55
O 3.001391 -1.247601 1.575405 1.32 0.68 -0.45
C 3.814173 -2.480721 1.740402 -1.95 0.58 -0.22
H -0.865503 0.221985 -2.990414 0.22 -0.51 1.05
H 0.260212 1.538936 -3.128692 0.01 0.23 -0.16
H -1.456988 1.821474 -2.657366 -0.03 0.26 -0.50
H -0.707550 2.778824 -0.173449 0.35 0.91 0.38
H 0.374879 3.107326 -1.514935 0.07 0.12 -0.13
H 1.249323 3.083800 1.263136 -0.57 -1.24 0.39
H 2.164249 3.261451 -0.131902 -0.25 0.61 -0.34
H 2.567864 1.440525 -0.706803 0.32 -1.13 -0.25
H 2.926443 1.692086 2.232083 -1.41 -0.62 -0.06
H 3.965815 1.899110 0.994728 0.18 0.56 -0.55
H 4.577093 -0.044647 2.040400 0.31 0.07 0.07
H 4.384578 -0.201910 0.304210 -0.37 -0.41 -0.28
H 2.999321 -3.171790 1.956122 0.43 -0.52 -0.39
H 4.477197 -2.506752 2.605160 0.08 0.77 0.07
H 4.349728 -2.715729 0.820594 -0.20 0.01 -0.02
```
Forces are in eV/Å.

Its net charge is -1. The HOMO-LUMO gap comes out at 4.26 eV. Its largest force on an atom is 6.23 eV Å⁻¹. The LUMO energy is -2.6 eV. Its spin multiplicity is 1. As for the HOMO energy: -6.852 eV.



Entry 3:
Molecular formula: C5H6FNO
Method: DFT, ωB97M-V/def2-TZVPD

Structure (XYZ):
```
14
Properties=species:S:1:pos:R:3:forces:R:3
C -1.981631 -0.893120 -0.417713 -2.80 -1.18 -1.22
C -0.774481 -1.005710 0.262575 2.07 1.19 0.76
C -2.103721 0.429437 -0.809542 0.24 -1.67 0.30
C -0.186398 0.283442 0.226534 -1.87 -2.61 0.79
C 0.997039 0.640585 0.900152 4.71 -0.79 -1.77
N 2.348070 0.507479 -0.595054 -2.47 -1.56 1.38
O -0.994660 1.126409 -0.410976 -1.30 0.75 -0.75
F 2.952839 -0.865274 -0.302581 -0.51 2.69 -0.02
H -2.790811 -1.752637 -0.651038 2.17 2.34 0.67
H -0.293293 -1.844072 0.796502 -0.58 0.52 -0.60
H -2.938148 0.842458 -1.372115 0.75 0.58 0.23
H 1.292029 1.625009 1.381766 -0.85 -1.41 -0.71
H 1.481847 -0.315587 1.267605 -0.76 1.59 0.39
H 2.991323 1.221580 -0.276112 1.20 -0.45 0.55
```
Forces are in eV/Å.

The HOMO-LUMO gap (alpha / beta) comes out at 8.54 / 8.54 eV. Its largest force on an atom is 5.09 eV Å⁻¹. Its relative energy (zero: lowest compared OMol25 entry of this formula, charge and spin) is 6.262 eV. The LUMO energy (alpha / beta) is 0.1 / 0.1 eV. Its spin multiplicity is 1. As for the HOMO energy (alpha / beta): -8.435 / -8.434 eV.